100
Properties=species:S:1:pos:R:3 method="wB97M-V/def2-TZVPD" e_homo_ev=-5.860 e_tot_ha=-4333.34479 charge=0 e_lumo_ev=-1.8 de_lowest_kj_mol=300.75 molar_mass_g_mol=889.7
Sr 0.326 -2.279 2.810
C 0.480 -3.898 -2.263
C 0.689 -2.557 -1.688
C 1.765 -1.739 -2.058
C 2.002 -0.479 -1.477
N 1.313 -0.079 -0.454
N 0.119 -0.751 -0.145
B -0.936 0.337 0.220
N -1.991 0.373 -0.932
N -1.779 0.323 -2.272
C -2.897 0.301 -2.994
C -4.178 0.245 -2.390
C -4.286 -0.002 -1.025
C -5.569 -0.014 -0.299
C -3.100 -0.035 -0.294
S -2.566 -0.208 1.354
C -2.793 0.251 -4.515
C -2.941 -1.228 -4.798
C -3.825 1.138 -5.200
C -1.376 0.740 -4.841
N -0.473 1.772 0.824
N -0.906 2.830 0.050
C -0.231 3.951 0.164
C 0.867 4.038 1.084
C 1.048 3.046 2.092
C 1.928 3.159 3.274
C 0.216 1.897 2.007
S -0.007 0.788 3.263
C -0.585 5.069 -0.854
C -1.904 4.728 -1.611
C 0.648 5.196 -1.739
C -0.785 6.444 -0.130
C -0.081 -2.084 -0.534
S -1.160 -3.202 0.237
C 3.206 0.424 -1.830
C 3.640 1.336 -0.689
C 4.381 -0.420 -2.313
C 2.679 1.222 -3.027
H -0.566 -4.165 -2.215
H 0.972 -4.649 -1.676
H 0.794 -3.863 -3.287
H 2.459 -2.058 -2.877
H -5.091 0.381 -3.010
H -5.449 -0.255 0.771
H -6.333 -0.727 -0.715
H -5.942 1.071 -0.307
H -3.982 -1.581 -4.720
H -2.384 -1.833 -4.049
H -2.572 -1.567 -5.805
H -4.849 0.817 -4.977
H -3.720 1.158 -6.307
H -3.607 2.121 -4.835
H -0.501 0.034 -4.741
H -1.034 1.627 -4.262
H -1.321 1.014 -5.875
H 1.522 4.898 1.106
H 2.175 4.265 3.361
H 2.924 2.681 3.123
H 1.588 2.760 4.235
H -1.890 3.719 -2.043
H -1.995 5.410 -2.468
H -2.842 4.729 -1.023
H 1.069 4.211 -2.126
H 1.460 5.645 -1.165
H 0.415 5.799 -2.655
H -1.761 6.466 0.295
H -0.741 7.173 -0.940
H -0.032 6.768 0.592
H 4.099 0.731 0.106
H 2.804 1.848 -0.129
H 4.344 2.101 -1.044
H 4.588 -1.229 -1.608
H 5.279 0.209 -2.465
H 4.128 -0.997 -3.219
H 1.765 1.774 -2.766
H 2.465 0.535 -3.891
H 3.496 1.975 -3.318
S 0.832 -1.800 5.973
C 0.188 -3.374 6.076
S 0.658 -4.601 5.004
C -0.699 -3.733 7.093
C -1.332 -2.742 7.878
N -2.090 -2.073 8.492
C -0.928 -5.040 7.624
N -1.121 -6.053 8.182
C 4.534 -5.155 4.519
N 4.474 -3.993 3.624
C 3.456 -3.806 2.743
N 2.704 -4.916 2.447
S 3.091 -2.343 1.977
H 5.273 -4.979 5.279
H 4.774 -6.075 4.033
H 3.582 -5.309 5.043
H 5.013 -3.201 3.877
H 2.712 -5.755 3.043
H 2.001 -4.727 1.722
N -2.175 -2.376 3.762
H -2.983 -1.745 3.474
H -2.255 -2.560 4.747
H -2.383 -3.275 3.312